Record 1
A cluster of 2 separate species, C4H6N2 in total. Source: OMol25; level of theory: the ωB97M-V functional and the def2-TZVPD basis.

HOMO level, eV: -9.21
Energy relative to the best compared isomer or geometry (same formula, charge and spin), kJ/mol: 497.0

```
! wB97M-V def2-TZVPD RIJCOSX def2/J DEFGRID3
* xyz 0 1
H 2.40508 -1.37628 1.55358
H 1.66669 -0.70530 3.01869
H -1.83773 1.84319 -2.57210
H -0.63591 1.16897 -0.02649
C 0.99535 0.17076 1.21392
N -2.05113 1.31574 -1.72364
C -2.13734 -1.07056 -2.12430
H -1.46675 -1.91073 -2.07206
C 0.13437 0.69858 0.55671
N -2.01006 0.09966 -1.98625
H 2.89488 0.22129 2.14048
C 2.04255 -0.45530 2.02146
*
```

The molecule's Löwdin atomic charges, reported in e, are given here: atom 1 (H): 0.074, atom 2 (H): 0.076, atom 3 (H): 0.075, atom 4 (H): -0.020, atom 5 (C): -0.208, atom 6 (N): 0.048, atom 7 (C): 0.096, atom 8 (H): 0.058, atom 9 (C): 0.079, atom 10 (N): -0.227, atom 11 (H): 0.076, atom 12 (C): -0.127

Record 2
An isolated molecule of C4H6N2 at a distorted geometry. Source: OMol25; level of theory: the ωB97M-V functional and the def2-TZVPD basis.

HOMO level, eV: -10.00
Structure (SMILES): C/C=N/CC#N
Energy relative to the best compared isomer or geometry (same formula, charge and spin), kJ/mol: 292.5

```
! wB97M-V def2-TZVPD RIJCOSX def2/J DEFGRID3
* xyz 0 1
N 3.12511 0.90520 -0.34898
C 2.30659 0.10026 -0.18018
H -0.70966 -0.62946 1.23625
C -0.77484 -0.16811 0.24154
H -2.70763 0.44392 -0.13919
N 0.01404 -0.49313 -0.67614
H -1.42621 1.36316 -0.99202
H 1.26398 -1.41200 0.96990
H -1.72974 1.63856 0.75457
C 1.27904 -0.94742 -0.03281
C -1.73147 0.89836 -0.05088
H 1.09080 -1.69934 -0.78206
*
```

The molecule's Löwdin atomic charges, reported in e, are given here: atom 1 (N): 0.136, atom 2 (C): -0.190, atom 3 (H): 0.123, atom 4 (C): -0.263, atom 5 (H): 0.074, atom 6 (N): 0.018, atom 7 (H): 0.087, atom 8 (H): 0.117, atom 9 (H): 0.087, atom 10 (C): -0.229, atom 11 (C): -0.068, atom 12 (H): 0.108

Record 3
A structure of composition C4H6N2. Source: OMol25; level of theory: the ωB97M-V functional and the def2-TZVPD basis.

HOMO level, eV: -7.99
Energy relative to the best compared isomer or geometry (same formula, charge and spin), kJ/mol: 432.1

```
! wB97M-V def2-TZVPD RIJCOSX def2/J DEFGRID3
* xyz 0 1
C -1.64298 -0.98161 0.16109
N 2.37425 0.85047 0.08833
H -1.17319 -2.80417 0.33105
C 1.22254 0.65459 -0.58431
C -0.03082 0.76065 -0.18967
C -1.31402 0.43453 -0.00461
H 3.22832 0.59798 -0.38189
H -2.09462 1.18489 0.05460
H 2.38930 0.74430 1.09460
H 0.50110 1.64630 -1.02770
N -0.74202 -1.88534 0.23767
H -2.71787 -1.20259 0.22083
*
```

The molecule's Löwdin atomic charges, reported in e, are given here: atom 1 (C): -0.283, atom 2 (N): 0.050, atom 3 (H): 0.036, atom 4 (C): -0.187, atom 5 (C): -0.122, atom 6 (C): -0.122, atom 7 (H): 0.087, atom 8 (H): 0.088, atom 9 (H): 0.101, atom 10 (H): 0.183, atom 11 (N): 0.069, atom 12 (H): 0.101

Number 1: E_LUMO 0.991 eV. Number 2: E_LUMO 0.841 eV. Number 3: E_LUMO 0.601 eV.